## P
{"formula": "C5H11N3", "method": "ωB97M-V/def2-TZVPD", "orbital_gap_ev": [6.5501, 9.0865], "e_homo_ev": [-7.44, -8.98], "species": ["C", "C", "C", "C", "N", "H", "H", "H", "H", "H", "H", "H", "N", "C", "N", "H", "H", "H", "H"], "xyz": [[0.18, 1.91, -0.14], [0.50, 0.67, -0.94], [0.77, -0.59, -0.15], [0.63, 0.69, -2.26], [1.30, -1.64, -0.83], [1.35, -2.44, -0.19], [1.27, -0.33, 0.82], [-0.34, 2.65, -0.75], [1.08, 2.36, 0.28], [-0.47, 1.73, 0.72], [0.89, -0.20, -2.82], [0.55, 1.61, -2.83], [-0.15, -0.36, 2.55], [-1.74, -1.15, 0.17], [-0.64, -1.16, 0.80], [-1.06, -0.42, 3.01], [0.37, -1.20, 2.82], [-2.68, -0.90, 0.67], [-1.82, -1.21, -0.92]]}

---

## Q
{"formula": "C5H11N3", "method": "ωB97M-V/def2-TZVPD", "orbital_gap_ev": 9.9134, "smiles": "C[C@@H](C#N)[C@@H](C)NN", "e_homo_ev": -9.03, "species": ["C", "C", "C", "N", "C", "C", "N", "N", "H", "H", "H", "H", "H", "H", "H", "H", "H", "H", "H"], "xyz": [[1.67, 1.21, -0.27], [0.45, 0.89, 0.63], [-0.37, 2.11, 0.59], [-0.98, 3.06, 0.70], [-0.34, -0.32, 0.02], [-1.09, 0.04, -1.26], [0.40, -1.59, 0.22], [-0.41, -2.67, 0.80], [1.25, 1.06, -1.26], [2.17, 2.08, -0.05], [2.22, 0.34, -0.03], [0.62, 0.67, 1.74], [-1.17, -0.37, 0.83], [-0.41, 0.33, -2.13], [-1.73, 0.92, -1.09], [-1.83, -0.73, -1.41], [0.79, -1.94, -0.70], [0.06, -2.89, 1.65], [-1.32, -2.20, 1.03]]}

---

## R
{"formula": "C5H11N3", "method": "ωB97M-V/def2-TZVPD", "orbital_gap_ev": [8.2723, 8.2719], "e_homo_ev": [-8.32, -8.32], "species": ["C", "C", "C", "C", "C", "N", "N", "N", "H", "H", "H", "H", "H", "H", "H", "H", "H", "H", "H"], "xyz": [[2.51, 0.59, -0.16], [0.64, -1.63, 0.30], [-1.71, 1.63, 0.28], [0.27, -0.21, -0.03], [-1.22, 0.32, -0.27], [-2.21, -0.72, -0.25], [-0.30, 0.26, -1.33], [1.09, 0.86, -0.04], [-2.03, -1.46, -0.92], [-2.39, -1.09, 0.68], [2.87, -0.10, 0.62], [2.73, 0.12, -1.13], [3.06, 1.53, -0.09], [-0.23, -2.28, 0.26], [1.06, -1.68, 1.30], [1.37, -2.01, -0.41], [-0.87, 2.32, 0.40], [-2.43, 2.06, -0.42], [-2.21, 1.50, 1.24]]}

---

Verdict on stability: P comes out at the bottom.

---

## P
{"formula": "C5H12N2O", "method": "ωB97M-V/def2-TZVPD", "orbital_gap_ev": 10.1415, "smiles": "CNCCNC(C)=O", "e_homo_ev": -9.19, "species": ["C", "N", "C", "C", "N", "C", "C", "O", "H", "H", "H", "H", "H", "H", "H", "H", "H", "H", "H", "H"], "xyz": [[0.77, -3.44, -0.18], [0.63, -1.99, -0.40], [-0.50, -1.42, 0.35], [-1.06, -0.23, -0.41], [-0.07, 0.79, -0.72], [0.15, 1.85, 0.15], [-1.08, 2.65, 0.50], [1.28, 2.22, 0.38], [1.83, -3.69, -0.18], [0.28, -4.01, -0.97], [0.33, -3.77, 0.76], [1.50, -1.61, -0.05], [-0.21, -1.09, 1.35], [-1.27, -2.19, 0.40], [-1.87, 0.24, 0.15], [-1.55, -0.57, -1.33], [0.79, 0.44, -1.13], [-1.29, 2.64, 1.57], [-1.96, 2.28, 0.01], [-0.84, 3.68, 0.24]]}

---

## Q
{"formula": "C5H12N2O", "method": "ωB97M-V/def2-TZVPD", "orbital_gap_ev": 9.6801, "smiles": "CCN(C)CC(N)=O", "e_homo_ev": -8.75, "species": ["C", "C", "N", "C", "C", "C", "N", "O", "H", "H", "H", "H", "H", "H", "H", "H", "H", "H", "H", "H"], "xyz": [[-1.16, 1.23, -1.74], [-1.63, 0.47, -0.34], [-0.41, -0.32, 0.18], [-0.81, -1.34, 1.19], [0.70, 0.64, 0.56], [1.95, -0.25, 0.69], [2.39, -0.83, -0.49], [2.66, -0.32, 1.72], [-0.49, 0.46, -2.21], [-0.46, 2.05, -1.29], [-2.12, 1.46, -2.27], [-1.69, 1.30, 0.32], [-2.30, -0.25, -0.55], [-0.12, -1.57, 2.00], [-1.76, -0.96, 1.84], [-1.25, -2.17, 0.85], [0.49, 1.26, 1.47], [0.96, 1.39, -0.18], [3.24, -1.33, -0.51], [1.83, -0.92, -1.26]]}

---

## R
{"formula": "C5H12N2O", "method": "ωB97M-V/def2-TZVPD", "orbital_gap_ev": 8.7479, "e_homo_ev": -7.97, "species": ["C", "C", "C", "N", "C", "N", "C", "O", "H", "H", "H", "H", "H", "H", "H", "H", "H", "H", "H", "H"], "xyz": [[1.12, -0.64, -0.42], [-0.48, 0.63, -1.79], [1.57, -0.96, 0.98], [-0.06, 0.34, -0.42], [-1.49, -0.65, 0.33], [0.29, 1.51, 0.30], [-1.76, -0.17, 1.52], [-1.69, -1.52, -0.48], [-0.55, 2.01, 0.58], [0.85, 2.16, -0.26], [1.93, -0.17, -1.00], [0.81, -1.54, -0.95], [-0.85, -0.29, -2.24], [-1.28, 1.37, -1.77], [0.35, 1.01, -2.39], [-1.24, 0.65, 1.97], [-2.57, -0.62, 2.07], [1.85, -0.06, 1.51], [2.42, -1.63, 0.94], [0.77, -1.44, 1.54]]}

---

Verdict on stability: R comes out at the bottom.

---

## P
{"formula": "C5H12N2O", "method": "ωB97M-V/def2-TZVPD", "orbital_gap_ev": 6.7967, "e_homo_ev": -7.15, "species": ["C", "C", "C", "N", "C", "N", "C", "O", "H", "H", "H", "H", "H", "H", "H", "H", "H", "H", "H", "H"], "xyz": [[-1.91, 0.00, 1.29], [1.87, -1.38, 0.66], [0.64, 1.69, 0.32], [-1.60, 0.21, 0.07], [0.12, 0.41, -0.29], [-2.32, -0.22, -1.02], [0.43, 0.09, -1.57], [0.70, -0.73, 1.00], [-2.29, -1.24, -1.12], [-1.93, 0.14, -1.88], [-1.08, -0.11, 1.98], [-2.96, 0.00, 1.56], [1.75, -2.47, 0.71], [2.23, -1.15, -0.36], [2.69, -1.09, 1.34], [0.37, 1.76, 1.37], [0.26, 2.56, -0.22], [1.72, 1.69, 0.30], [0.23, -0.89, -2.00], [1.09, 0.73, -2.13]]}

---

## Q
{"formula": "C5H12N2O", "method": "ωB97M-V/def2-TZVPD", "orbital_gap_ev": 10.2956, "smiles": "CC[C@@H](N)CNC=O", "e_homo_ev": -9.31, "species": ["C", "C", "C", "N", "C", "N", "C", "O", "H", "H", "H", "H", "H", "H", "H", "H", "H", "H", "H", "H"], "xyz": [[-0.07, 1.61, 2.58], [0.15, 1.30, 1.13], [-0.89, 0.23, 0.51], [-2.37, 0.47, 0.50], [-0.41, -0.19, -0.95], [0.30, -1.52, -0.90], [1.64, -1.62, -1.43], [2.07, -0.73, -2.05], [0.82, 1.46, 3.32], [-1.10, 1.04, 2.80], [-0.47, 2.66, 2.88], [-0.02, 2.24, 0.51], [1.28, 1.07, 0.92], [-0.84, -0.66, 1.08], [-2.73, 1.05, -0.23], [-2.75, 0.87, 1.44], [0.41, 0.54, -1.26], [-1.26, -0.15, -1.65], [-0.02, -2.27, -0.34], [2.08, -2.61, -1.34]]}

---

Verdict on stability: P comes out at the bottom.

---

## P
{"formula": "C5H12N2O", "method": "ωB97M-V/def2-TZVPD", "orbital_gap_ev": [8.1040, 5.8815], "e_homo_ev": [-7.21, -5.44], "species": ["C", "C", "C", "C", "N", "N", "C", "O", "H", "H", "H", "H", "H", "H", "H", "H", "H", "H", "H", "H"], "xyz": [[0.09, -0.67, -0.37], [1.64, 0.80, -1.30], [0.82, -1.48, 0.64], [-0.60, 0.43, -0.05], [-2.11, -1.82, 1.52], [1.58, 2.16, -1.48], [-1.02, 1.61, 0.29], [-2.28, -0.91, 0.48], [-0.22, -1.19, -1.28], [-2.67, -2.65, 1.31], [-2.48, -1.42, 2.38], [1.85, 2.78, -0.73], [0.91, 2.52, -2.14], [2.39, 0.46, -0.60], [1.59, 0.23, -2.23], [1.55, -2.15, 0.17], [1.33, -0.85, 1.38], [0.07, -2.09, 1.18], [-2.00, 1.72, 0.72], [-0.44, 2.51, 0.10]]}

---

## Q
{"formula": "C5H12N2O", "method": "ωB97M-V/def2-TZVPD", "orbital_gap_ev": 10.3738, "smiles": "CNC(=O)CCCN", "e_homo_ev": -9.58, "species": ["C", "N", "C", "O", "C", "C", "C", "N", "H", "H", "H", "H", "H", "H", "H", "H", "H", "H", "H", "H"], "xyz": [[-1.20, 1.27, 2.62], [-0.97, 0.06, 1.65], [0.29, -0.27, 1.19], [1.27, 0.39, 1.62], [0.40, -1.37, 0.23], [1.13, -0.78, -1.12], [0.27, -0.50, -2.25], [-0.07, 0.94, -2.48], [-2.32, 1.40, 2.81], [-0.78, 2.11, 2.10], [-0.54, 1.04, 3.50], [-1.82, -0.02, 0.95], [1.10, -2.01, 0.69], [-0.59, -1.85, 0.08], [1.58, 0.27, -0.78], [2.04, -1.36, -1.25], [-0.68, -1.06, -2.14], [0.55, -1.00, -3.27], [0.80, 1.37, -2.53], [-0.46, 1.37, -1.63]]}

---

## R
{"formula": "C5H12N2O", "method": "ωB97M-V/def2-TZVPD", "orbital_gap_ev": 8.7121, "e_homo_ev": -8.69, "species": ["C", "C", "C", "C", "C", "H", "H", "H", "H", "H", "H", "H", "H", "H", "H", "H", "H", "N", "N", "O"], "xyz": [[0.83, -1.26, 0.17], [-0.40, -0.50, -0.10], [-1.46, -0.28, 1.06], [-1.03, -1.44, -1.19], [0.36, 1.82, -0.67], [0.99, -2.55, 0.18], [1.47, -0.67, 1.00], [1.11, -0.91, -0.94], [-1.05, -1.15, 1.95], [-2.80, -0.40, 0.83], [-1.31, 1.21, 1.35], [-1.08, -2.50, -0.76], [-0.35, -1.27, -2.11], [-2.14, -1.03, -1.43], [0.09, 2.64, -1.14], [1.78, 3.16, -0.12], [1.83, 0.40, 1.13], [-0.35, 0.81, -0.67], [1.82, 2.05, -0.03], [1.67, 1.87, 1.46]]}

---

Verdict on stability: R comes out at the bottom.

---

## P
{"formula": "C5H12N2O", "method": "ωB97M-V/def2-TZVPD", "orbital_gap_ev": 10.0389, "smiles": "CC[C@@H](C=O)NCN", "e_homo_ev": -9.07, "species": ["C", "C", "C", "C", "O", "N", "C", "N", "H", "H", "H", "H", "H", "H", "H", "H", "H", "H", "H", "H"], "xyz": [[-2.19, 0.85, 0.77], [-0.75, 0.64, 1.30], [0.34, 0.58, 0.18], [1.46, 1.46, 0.71], [2.43, 1.04, 1.28], [0.74, -0.77, -0.14], [0.90, -1.09, -1.58], [0.53, -2.49, -1.83], [-2.40, 0.33, -0.16], [-2.46, 1.90, 0.79], [-2.85, 0.45, 1.55], [-0.77, -0.33, 1.79], [-0.58, 1.48, 1.98], [-0.13, 1.17, -0.62], [1.33, 2.54, 0.52], [1.62, -0.87, 0.36], [1.87, -0.89, -2.03], [0.24, -0.40, -2.10], [1.11, -2.99, -1.18], [-0.45, -2.62, -1.61]]}

---

## Q
{"formula": "C5H12N2O", "method": "ωB97M-V/def2-TZVPD", "orbital_gap_ev": 9.6181, "smiles": "CN(CC=O)CCN", "e_homo_ev": -8.76, "species": ["C", "N", "C", "C", "O", "C", "C", "N", "H", "H", "H", "H", "H", "H", "H", "H", "H", "H", "H", "H"], "xyz": [[-1.65, 0.86, -1.20], [-0.43, 0.49, -0.41], [0.52, 1.54, 0.00], [0.33, 1.49, 1.52], [0.86, 2.40, 2.20], [0.39, -0.79, -0.85], [-0.21, -1.99, -0.19], [0.35, -3.28, -0.66], [-2.56, 0.99, -0.53], [-1.53, 1.70, -1.91], [-1.95, -0.01, -1.80], [0.26, 2.54, -0.50], [1.61, 1.26, -0.06], [-0.28, 0.59, 1.86], [0.47, -1.01, -1.87], [1.39, -0.78, -0.33], [-0.05, -2.01, 0.88], [-1.31, -1.91, -0.53], [-0.10, -4.20, -0.50], [1.42, -3.49, -0.58]]}

---

Verdict on stability: Q comes out at the bottom.

---

## P
{"formula": "C4H9N3O", "method": "ωB97M-V/def2-TZVPD", "orbital_gap_ev": 9.9991, "smiles": "[H]/N=C(C)\\N=C/N(C)O", "e_homo_ev": -9.21, "species": ["H", "N", "C", "C", "N", "C", "N", "C", "O", "H", "H", "H", "H", "H", "H", "H", "H"], "xyz": [[1.92, 0.28, 1.27], [2.25, -0.28, 0.46], [1.31, -1.02, 0.18], [1.30, -2.01, -0.96], [0.10, -1.07, 0.96], [-0.75, -0.15, 1.00], [-0.75, 1.05, 0.29], [-1.95, 1.82, 0.12], [-0.04, 1.03, -0.95], [1.12, -3.01, -0.57], [2.27, -2.00, -1.48], [0.57, -1.74, -1.73], [-1.50, -0.13, 1.82], [-1.71, 2.88, -0.07], [-2.56, 1.44, -0.70], [-2.48, 1.75, 1.11], [0.90, 1.16, -0.74]]}

---

## Q
{"formula": "C4H9N3O", "method": "ωB97M-V/def2-TZVPD", "orbital_gap_ev": 9.3942, "e_homo_ev": -8.61, "species": ["C", "C", "C", "C", "N", "O", "N", "N", "H", "H", "H", "H", "H", "H", "H", "H", "H"], "xyz": [[-1.45, -0.66, -0.40], [-0.11, -1.39, 1.64], [0.41, 1.48, 0.26], [-0.45, -0.30, 0.66], [1.47, 0.63, -1.66], [0.61, 2.76, -0.06], [-0.43, 1.01, 1.14], [1.00, 0.42, -0.34], [1.28, 2.76, -0.77], [2.21, -0.03, -1.86], [0.73, 0.51, -2.35], [-2.40, -0.91, 0.08], [-1.63, 0.18, -1.08], [-0.26, -2.38, 1.22], [-0.77, -1.28, 2.51], [0.91, -1.28, 1.99], [-1.13, -1.53, -0.97]]}

---

Verdict on stability: P comes out at the bottom.